# 1
50
Properties=species:S:1:pos:R:3 method="wB97M-V/def2-TZVPD" smiles="CCCC/C=C(/C)N.O.O.O.O.O.O.O.O.O"
C -3.60 0.01 -1.25
C -2.66 0.35 -0.12
C -1.79 -0.85 0.30
C -0.69 -1.18 -0.71
C 0.30 -0.07 -0.86
C 1.51 -0.20 -1.50
C 2.43 0.96 -1.70
N 1.87 -1.39 -2.14
H -4.26 0.81 -1.49
H -4.22 -0.86 -1.00
H -3.02 -0.25 -2.17
H -2.01 1.16 -0.37
H -3.21 0.67 0.76
H -1.31 -0.64 1.29
H -2.37 -1.72 0.46
H -0.16 -2.14 -0.38
H -1.12 -1.42 -1.67
H 0.03 0.93 -0.47
H 2.67 1.15 -2.76
H 2.03 1.89 -1.26
H 3.40 0.78 -1.23
H 1.54 -2.29 -1.68
H 2.86 -1.44 -2.39
O 0.03 -1.12 3.24
H -0.31 -0.17 3.17
H 0.24 -1.24 4.16
O 1.88 -3.06 0.27
H 1.11 -3.40 0.82
H 2.28 -2.35 0.80
O -0.27 -3.40 1.84
H -0.25 -2.59 2.42
H -1.16 -3.46 1.44
O -0.18 2.84 -1.89
H -0.76 3.44 -2.29
H -0.31 2.05 -2.43
O -0.60 0.74 -3.49
H -1.33 0.32 -3.05
H 0.14 0.09 -3.37
O 0.20 2.81 0.78
H 0.08 2.80 -0.14
H 0.23 3.77 0.97
O 2.16 1.84 2.35
H 2.30 0.94 2.12
H 1.65 2.19 1.61
O -0.41 1.47 3.01
H 0.49 1.69 3.14
H -0.62 1.79 2.10
O 2.14 -0.76 1.64
H 1.67 -0.50 0.82
H 1.39 -0.96 2.27


# 2
60
Properties=species:S:1:pos:R:3 method="wB97M-V/def2-TZVPD" charge=+1 spin_multiplicity=3
Pt -12.05 -7.29 -12.95
C -15.24 -7.38 -16.39
F -16.24 -6.76 -17.02
F -15.74 -8.22 -15.52
F -14.52 -8.06 -17.30
S -14.15 -6.12 -15.53
O -15.07 -5.28 -14.84
O -13.32 -6.85 -14.58
O -13.31 -5.43 -16.49
O -15.01 -5.74 -19.80
H -15.71 -6.38 -19.65
H -14.21 -6.19 -19.52
O -10.98 -5.78 -18.04
H -11.77 -5.41 -17.62
H -11.26 -6.01 -18.93
O -12.11 -9.36 -13.87
H -12.44 -10.13 -13.39
H -11.99 -9.67 -14.78
O -18.00 -8.53 -13.66
H -17.13 -8.72 -14.03
H -18.61 -8.88 -14.32
O -15.74 -6.41 -12.26
H -15.53 -6.02 -13.12
H -16.55 -5.96 -12.00
O -12.36 -5.27 -12.48
H -11.85 -4.55 -12.85
H -12.96 -4.86 -11.85
O -15.76 -3.51 -17.99
H -15.39 -2.84 -18.58
H -15.32 -4.32 -18.25
O -10.35 -6.93 -14.27
H -10.16 -6.09 -14.70
H -9.57 -7.48 -14.43
O -16.44 -2.76 -15.54
H -16.34 -2.87 -16.50
H -16.19 -3.61 -15.16
C -19.14 -4.58 -17.09
C -19.88 -3.43 -17.80
C -21.28 -3.18 -17.24
O -19.06 -2.29 -17.62
H -19.80 -5.45 -17.17
H -18.87 -4.42 -16.04
H -18.30 -4.92 -17.70
H -19.87 -3.58 -18.88
H -22.01 -3.98 -17.33
H -21.72 -2.33 -17.76
H -21.19 -2.87 -16.19
H -18.26 -2.72 -17.31
C -19.98 -8.34 -19.85
C -18.55 -8.29 -19.36
C -18.16 -9.24 -18.28
O -17.72 -8.63 -20.47
H -20.41 -9.34 -19.96
H -20.07 -7.75 -20.76
H -20.66 -7.82 -19.17
H -18.49 -7.24 -19.04
H -18.17 -10.25 -18.67
H -18.88 -9.24 -17.46
H -17.17 -9.06 -17.85
H -17.91 -8.00 -21.17


The calculation returns the following energy relative to the best compared isomer or geometry (same formula, charge and spin) values, one per record and in order: 33.62 136.09 kJ/mol.
The calculation returns the following calculated total energy values, one per record and in order: -1018.44519 -2157.15728 hartree.